C41H53F10IO7S | ωB97M-V with the def2-TZVPD basis set

XYZ file:
```
113
Properties=species:S:1:pos:R:3:forces:R:3
C -9.13214 4.27662 -2.81386 1.4 -0.1 0.0
C -8.40186 3.15161 -2.08022 -0.3 0.9 0.8
O -8.40788 3.10553 -0.86855 0.1 -0.5 -0.8
O -7.75048 2.26762 -2.87543 -1.1 0.0 0.4
C -7.62853 0.95976 -2.29574 1.0 -0.8 -0.4
C -6.19701 0.70111 -1.78382 -0.5 0.1 -0.2
C -6.23399 -0.57186 -0.91870 -0.3 0.0 -0.2
C -4.94920 -0.84893 -0.17737 -0.9 0.1 0.1
C -4.82880 -0.38961 1.13561 -0.2 0.2 -0.4
O -5.88708 0.27779 1.66670 0.1 0.3 0.0
C -3.67808 -0.61927 1.84925 0.0 0.3 0.9
C -2.64732 -1.32995 1.28196 0.6 -1.1 0.6
S -1.19904 -1.55262 2.31624 1.6 2.9 -0.9
O -0.00797 -1.56710 1.51983 -0.2 -1.4 -0.5
O -1.15762 -0.42784 3.21029 -1.3 -0.6 1.1
C -1.32683 -3.10985 3.31427 -0.1 -1.0 0.8
F -2.55606 -3.26399 3.84647 -0.1 0.4 -0.3
F -1.07145 -4.18479 2.57123 0.1 0.2 -0.1
C -0.32608 -3.07324 4.52509 0.2 1.2 -0.5
F 0.83421 -2.53358 4.12630 0.0 -0.6 0.0
F -0.81453 -2.27752 5.46908 -0.2 -0.3 0.2
F -0.12375 -4.28668 5.01213 -0.1 0.0 -0.1
C -2.72289 -1.80474 -0.01240 0.6 -0.4 -0.4
C -3.88411 -1.53507 -0.72399 0.0 -0.4 -1.0
C -3.91611 -2.03577 -2.15641 0.2 -0.2 -0.4
O -4.89493 -2.50150 -2.70183 0.4 0.5 0.3
C -2.58519 -1.94943 -2.87284 -0.3 0.0 1.0
C -2.50517 -1.59758 -4.18937 -0.5 0.2 -1.0
C -1.28029 -1.53555 -4.85100 -0.9 0.1 -0.1
C -1.28056 -1.11500 -6.30572 0.4 -0.1 0.0
C -0.58391 0.25141 -6.60705 -0.6 -0.4 -0.2
C -0.33192 1.14241 -5.37494 0.9 0.6 -1.5
C -0.35054 2.62143 -5.82222 -0.8 -1.5 2.0
F 0.45758 2.86065 -6.85897 -0.2 0.4 -0.1
F -1.65613 2.91566 -6.10417 0.3 0.5 -0.7
C -0.00026 3.49573 -4.59168 0.2 1.2 -0.3
F -0.90366 3.30995 -3.62228 0.2 -0.3 0.0
F 1.21724 3.21942 -4.11931 -0.1 -0.3 -0.1
F -0.01701 4.80888 -4.88235 0.0 -0.3 -0.2
C -0.15583 -1.86297 -4.12599 0.8 0.1 -0.4
C -0.19151 -2.21345 -2.78281 0.5 -0.8 0.4
C 1.09125 -2.54808 -2.04934 0.5 0.8 -0.2
C 1.70136 -1.28351 -1.32987 -0.1 -0.3 -0.4
C 1.28176 0.04834 -1.96746 0.6 -0.2 0.6
I 2.59015 1.60674 -1.19593 -0.4 -0.3 -0.2
C -1.42282 -2.24225 -2.15541 -0.6 -0.1 0.8
C -1.63035 -2.61004 -0.70821 0.2 -0.2 0.3
O -1.03153 -3.49030 -0.12838 -0.5 0.5 -0.4
H -10.19298 4.04767 -2.92668 0.2 0.0 0.0
H -8.63648 4.46725 -3.77211 -0.4 -0.2 0.0
H -8.97834 5.17009 -2.20273 -0.4 -0.2 0.0
H -8.38861 0.74414 -1.53998 0.1 0.5 0.0
H -7.80348 0.25697 -3.12217 -0.1 0.2 0.1
H -5.81839 1.57878 -1.24667 -0.2 -0.2 0.1
H -5.57438 0.58585 -2.68233 0.1 -0.1 0.3
H -7.05815 -0.45932 -0.20545 0.3 0.0 0.0
H -6.50255 -1.42597 -1.54780 0.2 0.2 0.1
H -5.56700 0.95695 2.27316 -0.1 -0.1 0.1
H -3.57152 -0.23913 2.86343 0.0 -0.1 -0.2
H -3.40546 -1.35012 -4.75027 0.0 -0.1 0.2
H -2.31422 -1.07498 -6.66606 0.1 0.0 0.2
H -0.80089 -1.91682 -6.88385 0.0 0.3 0.0
H 0.33312 0.05252 -7.17165 0.0 0.2 0.4
H -1.23011 0.79127 -7.31157 0.1 -0.1 0.2
H -1.08914 1.06332 -4.59430 0.2 -0.3 0.0
H 0.69005 0.95722 -5.02631 -0.4 -0.1 0.5
H 0.81593 -1.84252 -4.62200 -0.1 0.0 0.1
H 1.83991 -2.87457 -2.78262 -0.3 0.0 0.0
H 0.97393 -3.34272 -1.31284 -0.2 0.1 -0.2
H 1.43711 -1.31480 -0.27024 0.1 0.2 -0.2
H 2.79019 -1.34703 -1.43538 -0.2 -0.1 0.3
H 0.27337 0.36278 -1.69792 0.1 0.0 -0.3
H 1.45562 0.03130 -3.04327 -0.2 0.2 0.1
C 3.70773 5.45360 -1.38579 0.1 0.1 0.0
C 5.06816 5.43892 -0.69681 -0.1 -0.1 0.0
C 5.03605 4.79608 0.68950 0.1 0.0 0.0
C 4.14892 5.50648 1.71317 -0.1 0.0 -0.1
C 4.49258 6.97463 1.96005 0.0 -0.1 0.1
C 5.89210 7.18132 2.53089 -0.1 0.1 -0.1
H 2.97830 6.04459 -0.82916 0.0 0.0 0.0
H 3.79077 5.88902 -2.38322 -0.1 0.0 0.0
H 3.31803 4.43933 -1.49249 0.0 0.1 0.0
H 5.46141 6.45766 -0.63618 0.0 0.0 0.0
H 5.76978 4.87734 -1.32024 0.0 0.0 0.0
H 6.05889 4.73440 1.07253 0.0 0.0 0.0
H 4.69004 3.76117 0.59323 0.0 0.0 0.0
H 4.21223 4.96274 2.66125 0.0 0.0 0.0
H 3.10341 5.43725 1.39900 0.0 0.0 0.0
H 3.76463 7.38522 2.66529 0.0 0.0 0.0
H 4.38351 7.55265 1.03808 0.0 0.0 0.0
H 6.00884 6.64748 3.47649 0.0 0.0 0.0
H 6.07437 8.24084 2.71883 0.0 0.0 0.0
H 6.66427 6.83238 1.84327 0.0 0.0 0.0
C 5.59960 -6.17605 7.70360 0.1 0.0 -0.1
C 5.81979 -5.14751 6.59896 0.0 0.0 0.1
C 4.65070 -4.17748 6.43194 0.0 0.0 -0.1
C 3.32481 -4.82383 6.02692 0.0 -0.1 0.1
C 3.35915 -5.63131 4.73077 -0.1 -0.1 0.0
C 3.68515 -4.79217 3.50977 0.0 0.0 -0.2
H 4.74257 -6.81794 7.49321 0.0 0.0 0.0
H 6.47474 -6.82035 7.80402 0.0 0.0 0.0
H 5.43232 -5.68497 8.66468 0.0 0.0 0.0
H 6.02711 -5.66005 5.65556 0.0 0.0 0.0
H 6.71657 -4.56804 6.83536 0.0 0.0 -0.1
H 4.92653 -3.41764 5.69502 0.0 0.0 0.0
H 4.49857 -3.63964 7.37316 0.0 0.0 0.0
H 2.57249 -4.03430 5.93346 0.0 0.0 0.0
H 2.97678 -5.47469 6.83469 0.0 0.0 0.0
H 2.37653 -6.08585 4.57282 0.0 0.0 0.1
H 4.06754 -6.46076 4.81461 0.0 0.0 0.0
H 2.94132 -4.00067 3.39593 0.1 0.1 0.0
H 3.66520 -5.39790 2.60179 0.0 0.0 0.0
H 4.67545 -4.33803 3.57501 0.0 0.1 0.0
```
Forces are in eV/Å.

The structure (SMILES) is CC(=O)OCCCc1c(O)cc(S(=O)(=O)C(F)(F)C(F)(F)F)c2c1C(=O)c1cc(CCCC(F)(F)C(F)(F)F)cc(CCCI)c1C2=O.CCCCCC.CCCCCC. Its spin multiplicity is 1. The calculation puts the frontier orbital gap at 8.2 eV. The value obtained for the LUMO energy is -0.9996 eV. As for the net charge: 0.

C41H53FN6O7Sb2Tl | ωB97M-V with the def2-TZVPD basis set

XYZ file:
```
111
Properties=species:S:1:pos:R:3:forces:R:3
Tl 0.90319 0.49166 0.78772 0.1 0.1 0.1
O 2.49201 -2.66458 -2.44249 0.0 0.1 -0.1
C 2.49735 -1.65410 -1.58299 -0.1 0.0 0.1
O 2.22447 -1.75760 -0.41033 0.1 -0.1 0.0
C 2.86691 -0.34802 -2.22219 -0.1 0.0 0.0
C 3.17015 -0.24883 -3.57224 0.0 -0.1 0.0
C 3.44031 1.00624 -4.08455 0.0 0.1 -0.1
C 3.38971 2.10227 -3.23916 0.0 0.1 0.0
C 3.08891 1.89724 -1.89894 0.2 0.0 0.1
N 2.83821 0.69188 -1.40148 0.0 0.1 0.0
C 3.08653 3.00344 -0.86202 -0.2 0.0 -0.3
O 3.01418 4.26586 -1.27991 0.1 -0.1 0.1
O 3.12165 2.76422 0.31500 0.0 0.0 0.2
H 2.20399 -3.47090 -1.98989 0.0 -0.1 0.1
H 3.19788 -1.13360 -4.19268 0.0 0.0 0.0
H 3.69775 1.13438 -5.12877 0.0 0.0 0.1
H 3.61830 3.08464 -3.63317 0.0 0.0 0.0
H 2.98728 4.34841 -2.23915 0.0 0.0 -0.1
C -6.31723 -0.58151 -1.85724 0.1 0.0 0.0
C -5.38215 -1.58700 -2.51455 0.0 0.1 0.1
N -3.96087 -1.19812 -2.39731 -0.2 0.1 0.0
C -3.25229 -1.67399 -1.35274 0.0 -0.2 0.0
C -1.95754 -1.35820 -1.10254 0.1 0.1 0.1
C -1.23405 -1.83364 0.12334 0.0 0.0 0.2
O -1.34546 -1.20916 1.18368 0.1 -0.3 -0.4
O -0.44830 -2.85605 -0.01764 -0.1 0.3 0.3
C -1.26073 -0.41803 -1.93043 0.1 -0.1 -0.1
O -0.07461 -0.08774 -1.73065 -0.3 0.1 0.0
C -2.05513 0.13362 -3.03132 0.0 0.0 0.1
C -1.48546 1.08313 -3.88424 0.1 0.0 0.0
C -2.20824 1.61307 -4.91110 0.0 0.0 -0.1
F -1.60475 2.48821 -5.74135 0.0 0.0 0.0
C -3.54655 1.25125 -5.14441 -0.1 0.1 0.0
C -4.11033 0.31941 -4.29322 -0.1 0.0 -0.1
C -3.38573 -0.26076 -3.24312 0.0 -0.1 0.1
N -4.34536 1.79362 -6.18702 0.0 -0.1 -0.1
C -4.01168 3.09254 -6.75917 -0.1 -0.2 0.0
C -5.23982 3.68644 -7.42720 0.1 0.0 0.0
N -5.72864 2.73880 -8.49192 0.0 0.0 0.2
C -6.04566 1.39291 -7.89589 0.1 -0.1 0.1
C -4.80116 0.85766 -7.21318 0.2 0.2 0.1
H -7.35024 -0.92027 -1.93798 0.0 0.0 0.0
H -6.24072 0.40221 -2.32389 0.0 0.0 0.0
H -6.07345 -0.47417 -0.79949 0.0 0.0 0.0
H -5.61339 -1.72759 -3.56663 0.0 -0.1 -0.1
H -5.48204 -2.56121 -2.04313 0.0 -0.1 0.0
H -3.79094 -2.35603 -0.70545 0.0 0.0 0.0
H -0.45243 1.37257 -3.73311 -0.1 0.0 0.0
H -5.15152 0.07087 -4.44427 0.0 0.0 0.0
H -3.19443 3.03319 -7.48980 0.0 0.0 0.0
H -3.70482 3.77556 -5.97267 0.1 0.0 0.0
H -5.00600 4.63954 -7.89467 0.0 0.0 -0.1
H -6.05198 3.81699 -6.71752 -0.1 0.0 0.0
H -4.99908 2.62792 -9.19796 0.0 0.0 -0.1
H -6.54594 3.12021 -8.96774 -0.1 0.0 0.0
H -6.38437 0.72876 -8.68676 0.0 0.0 -0.1
H -6.84456 1.54722 -7.17531 -0.1 0.0 0.0
H -4.01486 0.68279 -7.96555 0.0 0.0 0.0
H -5.04234 -0.10340 -6.76941 0.0 0.0 0.0
C 4.79535 0.04760 1.49936 -0.1 -0.1 0.0
Sb 3.82188 1.43951 2.81238 0.4 0.0 0.0
C 5.45342 2.83098 2.72383 -0.1 0.0 0.0
C 4.50155 0.50760 4.84378 -0.2 0.2 -0.3
C 5.22247 -0.65927 4.49308 0.1 -0.1 0.1
C 6.62231 -0.58230 4.26678 -0.1 0.1 0.0
C 7.35815 -1.68838 3.97266 0.0 -0.2 0.0
C 6.76626 -2.99189 3.84671 0.2 0.1 0.0
C 5.44369 -3.12600 4.01775 -0.2 0.1 0.0
C 4.60150 -1.98246 4.35053 0.2 -0.1 0.0
C 3.28486 -2.17482 4.53992 -0.2 0.0 0.0
Sb 0.63025 -3.19014 1.78319 -0.3 -0.5 -0.5
C -1.01574 -4.30348 2.58414 0.1 0.2 0.1
C 1.46235 -4.91556 0.81334 0.1 0.1 0.1
H 5.86358 0.01504 1.71046 0.0 0.0 0.0
H 4.62757 0.41860 0.48730 0.0 0.0 0.1
H 4.35758 -0.94901 1.58785 0.1 0.1 -0.1
H 6.31090 2.43691 3.26891 0.0 0.0 0.0
H 5.15884 3.78801 3.14965 0.0 0.0 0.0
H 5.72834 2.96814 1.67825 0.0 0.0 0.0
H 3.54467 0.40838 5.34517 0.1 -0.1 0.0
H 5.10787 1.33554 5.20653 0.0 -0.1 0.1
H 7.10851 0.37992 4.37298 0.0 0.0 0.0
H 8.42970 -1.58963 3.83637 -0.1 0.0 0.0
H 7.38981 -3.84606 3.62205 0.0 0.0 0.0
H 4.96379 -4.09214 3.91438 0.0 0.0 0.1
H 2.58905 -1.37028 4.75244 0.0 -0.1 0.0
H 2.87463 -3.17697 4.46109 0.0 0.1 0.0
H -0.65288 -5.25091 2.98396 0.0 0.0 0.0
H -1.70515 -4.50245 1.76352 0.0 0.0 0.0
H -1.52958 -3.74789 3.36717 0.0 0.0 0.0
H 1.50817 -5.74160 1.52784 0.0 0.1 -0.1
H 2.47145 -4.71892 0.44684 -0.1 0.0 0.0
H 0.80296 -5.19984 -0.00735 0.0 0.0 0.0
N 0.90595 -0.14230 3.80948 -0.2 0.1 0.1
C 0.06144 0.30831 4.47418 -0.1 0.0 0.2
N -0.88434 0.83696 5.21712 0.1 0.1 -0.2
C -0.62032 2.07141 5.98863 0.1 -0.2 0.1
C -0.40352 1.72933 7.45744 -0.1 0.0 0.0
C -1.59480 0.93518 7.99919 0.1 0.0 -0.1
C -1.82364 -0.32962 7.16786 0.0 0.1 0.0
C -2.02013 0.02662 5.70027 0.2 0.0 0.1
H -1.49354 2.71622 5.87577 0.0 0.0 0.0
H 0.23797 2.57895 5.55316 0.0 0.0 -0.1
H -0.25509 2.64805 8.02739 0.0 0.0 0.0
H 0.50946 1.13206 7.55264 0.0 0.0 0.0
H -2.49271 1.56019 7.96096 0.0 0.0 0.0
H -1.42979 0.67436 9.04406 0.0 0.0 0.0
H -2.69604 -0.87766 7.52636 0.0 0.0 0.0
H -0.95852 -0.99325 7.26203 0.0 0.0 0.0
H -2.92069 0.63066 5.57729 0.0 0.0 0.0
H -2.11369 -0.85594 5.07115 0.0 0.0 -0.1
```
Forces are in eV/Å.

For the energy relative to the best compared isomer or geometry (same formula, charge and spin), the calculation gives 4.5 kcal per mole. Its spin multiplicity is 1. The calculation puts the frontier orbital gap at 6.4 eV. The value obtained for the LUMO energy is -7.5568 eV. As for the net charge: +3.